Entry 1:
13
Properties=species:S:1:pos:R:3:forces:R:3 method="wB97M-V/def2-TZVPD" e_tot_ha=-302.8858 e_lumo_ev=-5.4 smiles="O=[N+]1CCCN1" charge=+1 orbital_gap_ev=11.0
O -1.58379 -1.44736 1.33090 -0.2 0.3 0.4
N -0.88764 -0.74476 0.67740 1.6 -0.9 0.2
C 0.68468 -0.67298 0.82101 -1.3 1.4 -0.5
C 1.02573 0.55992 0.00993 -1.4 1.7 -0.5
C -0.08975 0.57109 -1.08085 -1.2 1.4 0.3
N -1.24943 -0.08939 -0.35932 -0.7 1.9 -0.9
H 0.98444 -1.54905 0.33874 0.6 -1.6 -0.7
H 0.90538 -0.72502 1.85604 0.1 0.2 1.0
H 2.00800 0.64952 -0.47598 -0.3 -0.4 0.5
H 0.76160 1.56993 0.48269 1.1 -1.7 0.3
H -0.37615 1.72221 -1.13064 0.4 -2.7 -1.1
H 0.07670 -0.05000 -2.01508 -0.1 1.3 0.9
H -2.25976 0.20589 -0.45484 1.4 -0.9 0.1

=====

Entry 2:
13
Properties=species:S:1:pos:R:3:forces:R:3 method="wB97M-V/def2-TZVPD" e_tot_ha=-303.0070 e_lumo_ev=-3.6 charge=+1 orbital_gap_ev=11.1
C 1.09860 -1.03186 -0.91432 1.4 0.1 -0.2
C 1.83377 -0.15607 -0.18028 -1.6 0.4 0.6
N 0.96612 0.20708 0.89124 0.7 -0.7 -0.1
C -0.09418 -0.59215 0.90998 0.4 1.5 -0.8
N 0.01318 -1.40074 -0.14217 -1.4 0.4 -0.5
H 1.31670 -1.19189 -1.97977 -0.4 -1.1 0.9
H 2.87493 0.12891 -0.27201 -0.5 0.5 -0.1
H 0.86714 1.11593 1.31889 0.8 0.0 0.5
H -0.98252 -0.28259 1.45839 0.1 -0.9 0.0
H -0.80156 -1.93607 -0.41758 0.3 -0.2 -0.3
H -1.85947 1.83967 -0.83327 -0.3 0.2 0.0
H -3.02221 1.88738 0.20805 0.5 -0.2 -0.3
O -2.21050 1.41240 -0.04716 -0.2 -0.1 0.4

=====

Number 1: HOMO energy -0.605 hartree, M 87.10 g mol⁻¹, largest force on an atom 0.058 hartree/bohr. Number 2: HOMO energy -0.540 hartree, M 87.10 g mol⁻¹, largest force on an atom 0.034 hartree/bohr.